The following is a DFT calculation (the ωB97M-V functional and the def2-TZVPD basis) of a molecular structure, C7H4BeNO5 in a non-equilibrium geometry.

```
! RIJCOSX wB97M-V def2-TZVPD def2/J DEFGRID3
* xyz 1 1
O -1.90964 -1.38758 -3.32648
C -2.47323 -2.08933 -4.03340
Be -0.25026 0.57639 -0.35002
O -1.96949 -1.49016 -0.42809
C -0.92231 -1.05891 0.03750
C -0.24497 -1.70448 1.24358
O -0.17428 -1.07697 2.29613
C -0.03965 -3.83811 -0.15807
O 0.48599 -3.79575 -1.19962
C -0.10814 -3.21882 1.20476
O 0.01357 -3.92068 2.20375
H -0.84558 0.99561 -1.33310
C 1.56337 4.12711 0.70167
C 1.14397 2.74190 0.62603
N 0.70827 1.68367 0.37682
H 0.77177 4.72921 1.15890
H 1.77227 4.49971 -0.31124
H 2.47835 4.22718 1.29087
*
```

HOMO level (alpha / beta) = -12.70 / -12.29 eV
E_LUMO (alpha / beta) = -7.530 / -7.895 eV
Molecular weight = 191.12 u
Calculated total energy = -19439.5685 eV